Formula: C18H29As2AuN3O8S2
Source: the OMol25 dataset
Level of theory: wB97M-V/def2-TZVPD

Molar mass in g/mol: 826.388
ΔE to the lowest compared entry with this formula, charge and spin in kcal per mole: 0.0
Strongest force on any atom in eV/A: 0.97
Net charge: +1
Frontier orbital gap in hartree: 0.3154

Geometry as XYZ:
```
63
Properties=species:S:1:pos:R:3:forces:R:3:lowdin_charge:R:1
Au -1.348004 1.155182 -0.899250 0.79 -0.47 0.03 0.711
C 2.093012 1.115794 -0.217100 0.05 0.09 0.05 -0.257
As 0.727635 2.300950 -0.891252 -0.27 -0.01 0.09 1.078
C 1.549420 3.056997 -2.473056 0.04 0.00 0.06 -0.245
C 0.551699 3.687289 0.456113 0.01 -0.01 -0.12 -0.384
C 1.691489 4.159426 1.092196 0.00 0.04 0.06 -0.093
C 1.580900 5.036952 2.164109 0.01 -0.03 -0.03 -0.048
C 0.330201 5.434149 2.604278 -0.01 -0.01 0.01 -0.043
C -0.813900 4.979123 1.960966 -0.03 0.07 0.02 -0.077
C -0.712364 4.118431 0.877414 0.39 -0.23 -0.30 -0.330
As -2.342700 3.612455 -0.036700 -0.70 0.37 0.56 1.116
C -2.143153 3.966343 -1.948848 0.05 0.23 -0.16 -0.201
C -3.568113 5.019482 0.443884 0.06 0.06 -0.04 -0.183
H 2.059546 0.193425 -0.794191 0.00 0.00 -0.01 0.033
H 1.893979 0.895243 0.829841 -0.01 -0.02 -0.01 0.045
H 3.074727 1.576549 -0.317811 0.00 -0.02 0.02 0.041
H 2.266752 3.817884 -2.168140 0.00 0.00 -0.01 0.046
H 0.813088 3.488639 -3.144226 -0.02 0.02 0.02 0.023
H 2.072621 2.252954 -2.988567 -0.02 0.00 -0.01 0.043
H 2.675316 3.831173 0.777706 -0.01 0.00 -0.01 0.107
H 2.472428 5.392388 2.662551 0.00 0.01 0.00 0.118
H 0.238265 6.100952 3.450713 0.00 -0.01 0.01 0.119
H -1.783783 5.300530 2.316865 0.02 0.01 0.00 0.106
H -2.613102 4.932543 -2.147104 -0.04 -0.02 0.14 0.057
H -2.612626 3.215432 -2.576935 -0.06 -0.14 0.23 0.045
H -1.084371 4.035370 -2.178895 0.04 0.02 0.04 -0.007
H -3.017393 5.960510 0.435767 -0.08 0.03 -0.04 0.055
H -4.016874 4.852021 1.419283 0.06 -0.07 0.02 0.061
H -4.346165 5.028101 -0.313887 -0.03 0.02 0.02 0.051
O -3.162090 0.358335 -0.110276 -0.16 -0.09 0.00 -0.432
S -3.961934 1.492069 0.431754 -0.10 -0.01 -0.39 0.392
O -5.036318 1.079868 1.253109 -0.01 0.11 0.12 -0.215
O -4.222025 2.465587 -0.656262 -0.17 -0.09 0.02 -0.390
O -2.900230 2.365325 1.252082 0.22 0.24 -0.33 -0.438
C 4.021448 -5.966654 2.331737 0.02 0.03 0.03 -0.110
C 3.440235 -5.553056 0.987939 -0.03 0.03 -0.04 -0.289
S 1.903553 -4.661457 1.196721 0.08 0.06 -0.09 0.647
O 1.204315 -5.166536 2.348623 -0.04 -0.03 0.03 -0.296
O 2.169299 -3.239676 1.110744 -0.02 0.01 0.05 -0.329
C 0.935191 -5.072768 -0.246586 0.00 0.06 -0.01 -0.212
C -0.465288 -4.464035 -0.102835 -0.03 0.00 -0.04 -0.115
N -0.641897 -3.249663 -0.901164 0.03 0.07 0.10 0.063
C -0.718619 -1.996167 -0.401705 -0.04 -0.05 -0.04 -0.309
N -0.841900 -1.106503 -1.381269 -0.07 -0.10 -0.06 0.013
C -0.870297 -1.797880 -2.554298 0.02 -0.03 0.01 -0.020
C -0.750069 -3.120552 -2.271146 0.25 0.03 -0.06 -0.135
N -0.701191 -4.208757 -3.201954 -0.64 -0.08 0.12 -0.329
O -0.488494 -5.324838 -2.757600 0.19 0.01 -0.04 0.089
O -0.945221 -3.942620 -4.357012 0.24 0.04 -0.06 0.117
C -0.736285 -1.668154 1.047091 0.00 0.01 0.02 0.013
H 4.982862 -6.451021 2.167794 -0.01 0.00 0.00 0.084
H 3.360539 -6.659594 2.846623 -0.01 0.00 0.00 0.080
H 4.180527 -5.103372 2.976233 0.01 0.01 -0.01 0.085
H 3.225786 -6.414640 0.354203 -0.01 -0.03 0.04 0.103
H 4.096804 -4.873601 0.445751 -0.02 -0.01 -0.03 0.104
H 0.879154 -6.154098 -0.349333 0.01 -0.01 0.09 0.115
H 1.466265 -4.666102 -1.105503 -0.03 -0.06 -0.04 0.111
H -0.667905 -4.182095 0.928374 0.02 -0.09 0.03 0.115
H -1.216266 -5.191701 -0.392821 0.00 0.04 -0.07 0.136
H -0.977254 -1.337075 -3.520502 0.00 0.01 0.00 0.128
H -1.692183 -1.956352 1.488494 0.01 -0.02 0.01 0.109
H -0.636484 -0.590917 1.168510 0.00 0.00 -0.01 0.062
H 0.077436 -2.157588 1.578742 0.02 0.00 0.01 0.070
```
Positions in Å, forces in eV/Å.